[1]
Below is ClH40MnO20 as an isolated structure, with properties calculated with the ωB97M-V functional and the def2-TZVPD basis.

Geometry as XYZ:
```
62
ClH40MnO20 | OMol25 | the ωB97M-V functional and the def2-TZVPD basis
Mn 10.213 -10.362 8.217
Cl 9.206 -10.214 10.430
O 7.042 -8.173 8.773
H 6.636 -7.975 9.615
H 7.910 -7.783 8.892
O 8.636 -7.512 11.468
H 8.360 -7.336 12.379
H 8.783 -8.475 11.340
O 12.907 -13.295 11.964
H 11.979 -13.445 12.102
H 13.388 -13.849 12.584
O 8.216 -11.752 7.380
H 8.743 -12.561 7.335
H 7.313 -11.918 7.702
O 7.239 -8.670 5.579
H 6.548 -8.044 5.836
H 6.924 -9.464 6.046
O 8.969 -5.801 7.910
H 8.305 -5.182 8.232
H 9.659 -5.767 8.595
O 12.864 -10.626 10.934
H 11.985 -10.244 10.986
H 12.904 -11.242 11.684
O 11.586 -13.026 4.888
H 12.021 -13.678 5.499
H 11.174 -13.515 4.176
O 5.862 -11.245 8.695
H 6.009 -11.680 9.551
H 6.275 -10.398 8.864
O 9.426 -9.005 3.718
H 9.363 -8.735 2.772
H 8.564 -8.834 4.099
O 7.719 -12.597 11.655
H 8.055 -11.752 11.311
H 7.603 -12.418 12.601
O 9.500 -8.607 7.043
H 9.555 -7.653 7.215
H 8.582 -8.631 6.649
O 11.837 -8.804 8.578
H 12.058 -8.445 7.698
H 11.555 -8.032 9.092
O 13.104 -8.239 6.173
H 13.835 -8.817 6.368
H 12.718 -8.518 5.337
O 10.793 -12.564 8.580
H 10.721 -12.932 9.478
H 11.757 -12.458 8.352
O 5.931 -9.449 10.955
H 5.504 -9.719 11.764
H 6.867 -9.576 11.074
O 10.976 -10.833 6.078
H 10.640 -10.156 5.473
H 11.050 -11.701 5.648
O 10.443 -13.746 11.482
H 9.555 -13.548 11.836
H 10.469 -14.703 11.304
O 10.870 -6.245 9.773
H 11.585 -5.852 10.311
H 10.260 -6.683 10.398
O 13.239 -11.545 8.526
H 14.140 -11.599 8.140
H 13.361 -11.274 9.469
```

* net charge: +1
* 2S+1: 6
* electronic energy: -85443.7662 eV
* relative energy (zero: lowest compared OMol25 entry of this formula, charge and spin): 22.72 kcal/mol
* lowest unoccupied orbital energy (spin up / spin down): -2.29 / -2.29 eV
* gap between HOMO and LUMO (spin up / spin down): 10.343 / 11.007 eV
* largest force on an atom: 1.68 eV/A

***

[2]
Below is ClH42NiO21 as an isolated structure, with properties calculated with the ωB97M-V functional and the def2-TZVPD basis.

Geometry as XYZ:
```
65
ClH42NiO21 | OMol25 | the ωB97M-V functional and the def2-TZVPD basis
Ni 2.237 0.113 0.957
Cl -0.069 0.090 0.025
O 1.164 2.356 4.044
H 1.731 3.008 4.456
H 0.754 1.897 4.778
O -3.511 -0.593 0.556
H -3.771 0.170 0.040
H -3.410 -1.295 -0.087
O 1.743 -2.780 -1.954
H 0.929 -2.278 -1.962
H 1.525 -3.599 -2.400
O -1.867 -3.740 3.837
H -1.690 -3.065 3.182
H -2.193 -4.485 3.332
O -1.356 4.088 -0.717
H -0.455 3.987 -1.024
H -1.529 3.294 -0.213
O 3.052 0.614 -0.901
H 3.965 0.356 -1.027
H 2.771 0.929 -1.760
O -0.839 1.376 -3.793
H -1.752 1.480 -3.524
H -0.611 0.485 -3.530
O 2.383 1.147 -3.472
H 1.522 1.423 -3.788
H 2.772 0.680 -4.211
O -1.699 -1.877 1.999
H -2.510 -2.060 1.526
H -1.193 -1.324 1.404
O -0.355 2.846 2.011
H 0.064 2.563 2.824
H -0.667 2.037 1.607
O 1.288 3.733 -1.379
H 2.081 4.139 -1.028
H 1.214 2.903 -0.907
O -2.496 -0.006 3.950
H -2.096 -0.626 3.341
H -3.436 -0.079 3.785
O -3.555 1.726 -3.008
H -4.057 1.325 -3.718
H -3.547 2.660 -3.218
O -1.686 -2.537 -1.109
H -1.246 -3.386 -1.074
H -0.975 -1.897 -1.084
O 2.319 2.211 1.317
H 1.712 2.636 1.924
H 2.996 2.868 1.156
O -0.612 -1.893 -4.100
H -1.371 -2.444 -3.911
H -0.083 -2.412 -4.706
O 1.628 -0.025 2.882
H 1.628 0.795 3.376
H 1.457 -0.700 3.539
O -2.952 1.883 -0.376
H -2.209 1.281 -0.398
H -3.243 1.939 -1.286
O 2.315 -1.870 0.577
H 2.212 -2.182 -0.322
H 2.301 -2.665 1.110
O -0.381 -4.773 -0.910
H -0.384 -5.533 -0.328
H 0.259 -4.993 -1.587
O 4.212 0.039 1.681
H 4.672 0.429 2.424
H 4.900 -0.391 1.172
```

* net charge: +1
* 2S+1: 3
* electronic energy: -97242.5689 eV
* relative energy (zero: lowest compared OMol25 entry of this formula, charge and spin): 31.72 kcal/mol
* lowest unoccupied orbital energy (spin up / spin down): -3.37 / -3.39 eV
* gap between HOMO and LUMO (spin up / spin down): 8.101 / 8.086 eV
* largest force on an atom: 1.63 eV/A

***

[3]
Below is a 2-piece molecular cluster, ClH4N2PS overall, with properties calculated with the ωB97M-V functional and the def2-TZVPD basis.

Geometry as XYZ:
```
9
ClH4N2PS | OMol25 | the ωB97M-V functional and the def2-TZVPD basis
N -0.497 -0.071 1.502
N 2.068 0.205 -1.150
P -1.070 -0.192 -0.074
S -2.419 -1.553 -0.432
Cl -1.849 1.733 -0.110
H 0.464 0.182 1.613
H -0.645 -0.776 2.216
H 2.305 0.975 -1.789
H 1.642 -0.502 -1.776
```

* electronic energy: -35688.7631 eV
* relative energy (zero: lowest compared OMol25 entry of this formula, charge and spin): 116.64 kcal/mol
* lowest unoccupied orbital energy (spin up / spin down): -3.32 / -3.32 eV
* gap between HOMO and LUMO (spin up / spin down): 5.034 / 5.033 eV
* largest force on an atom: 1.66 eV/A

***

[4]
Below is a 2-piece molecular cluster, ClH5N2Si overall, with properties calculated with the ωB97M-V functional and the def2-TZVPD basis.

Geometry as XYZ:
```
9
ClH5N2Si | OMol25 | the ωB97M-V functional and the def2-TZVPD basis
N -0.893 1.182 -0.163
N 0.301 -1.193 0.041
Si -1.080 -0.443 0.226
Cl 3.286 0.116 -0.161
H -0.044 1.532 -0.351
H -1.639 1.847 0.281
H 0.345 -2.204 -0.026
H 2.172 -0.423 -0.432
H -2.448 -0.413 0.584
```

* electronic energy: -23461.2189 eV
* relative energy (zero: lowest compared OMol25 entry of this formula, charge and spin): 66.80 kcal/mol
* lowest unoccupied orbital energy: 0.51 eV
* gap between HOMO and LUMO: 10.217 eV
* SMILES string: [H]/N=[SiH]/N.Cl
* largest force on an atom: 6.44 eV/A

***

[5]
Below is a 2-piece molecular cluster, ClH5OSi2 overall, with properties calculated with the ωB97M-V functional and the def2-TZVPD basis.

Geometry as XYZ:
```
9
ClH5OSi2 | OMol25 | the ωB97M-V functional and the def2-TZVPD basis
O 1.022 1.572 1.189
Si -0.154 0.940 1.761
Si 0.180 -0.583 -1.220
Cl 1.861 -1.480 -0.904
H -0.909 -0.138 -0.055
H -0.338 -0.170 2.519
H -1.398 1.170 1.098
H -0.540 -1.752 -2.085
H 0.275 0.441 -2.304
```

* electronic energy: -30404.6498 eV
* relative energy (zero: lowest compared OMol25 entry of this formula, charge and spin): 99.43 kcal/mol
* lowest unoccupied orbital energy: -0.59 eV
* gap between HOMO and LUMO: 9.951 eV
* SMILES string: O=[SiH2].[SiH3]Cl
* largest force on an atom: 5.16 eV/A

***

[6]
Below is one molecule with the formula ClH6NSi2, with properties calculated with the ωB97M-V functional and the def2-TZVPD basis.

Geometry as XYZ:
```
10
ClH6NSi2 | OMol25 | the ωB97M-V functional and the def2-TZVPD basis
N 1.044 -1.270 -1.090
Si -0.608 1.258 -0.179
Si 1.020 -0.358 0.290
Cl 2.905 0.587 0.315
H 1.931 -1.281 -1.569
H 0.803 -2.221 -0.931
H -0.333 2.641 -0.029
H -1.009 0.820 -1.562
H -1.892 0.993 0.477
H 1.093 -1.076 1.561
```

* electronic energy: -29866.1166 eV
* relative energy (zero: lowest compared OMol25 entry of this formula, charge and spin): 9.70 kcal/mol
* lowest unoccupied orbital energy: 0.78 eV
* gap between HOMO and LUMO: 10.602 eV
* SMILES string: N[Si@H]([SiH3])Cl
* largest force on an atom: 2.79 eV/A

***

[7]
Below is one molecule with the formula ClH7N2Si2, with properties calculated with the ωB97M-V functional and the def2-TZVPD basis.

Geometry as XYZ:
```
12
ClH7N2Si2 | OMol25 | the ωB97M-V functional and the def2-TZVPD basis
N -1.379 1.292 -0.037
N 1.234 0.799 -1.107
Si 0.098 -1.774 0.558
Si 0.149 0.505 0.199
Cl 0.925 1.565 1.755
H -2.019 0.945 -0.731
H -1.886 1.650 0.756
H 1.534 1.738 -1.313
H 1.172 0.257 -1.951
H -0.857 -2.150 1.607
H 1.386 -2.364 0.923
H -0.356 -2.463 -0.659
```

* electronic energy: -31374.2769 eV
* relative energy (zero: lowest compared OMol25 entry of this formula, charge and spin): 0.00 kcal/mol
* lowest unoccupied orbital energy: 0.73 eV
* gap between HOMO and LUMO: 10.392 eV
* SMILES string: N[Si](N)([SiH3])Cl
* largest force on an atom: 1.26 eV/A

***

[8]
Below is a 2-piece molecular cluster, ClHN2O overall, with properties calculated with the ωB97M-V functional and the def2-TZVPD basis.

Geometry as XYZ:
```
5
ClHN2O | OMol25 | the ωB97M-V functional and the def2-TZVPD basis
N -1.444 0.030 -0.146
N -1.205 0.455 -1.130
O 0.743 -0.640 0.749
Cl 1.287 0.951 0.719
H 0.620 -0.796 -0.191
```

* 2S+1: 3
* electronic energy: -17561.6270 eV
* relative energy (zero: lowest compared OMol25 entry of this formula, charge and spin): 0.00 kcal/mol
* lowest unoccupied orbital energy (spin up / spin down): 1.30 / -2.98 eV
* gap between HOMO and LUMO (spin up / spin down): 8.490 / 8.234 eV
* largest force on an atom: 7.13 eV/A